Record 1
DFT (the ωB97M-V functional and the def2-TZVPD basis) results for a cluster of 4 separate species, C3H14NO3 in total at a distorted geometry.

As for the molar mass: 112.15 g/mol. The energy above the lowest of the compared OMol25 structures with the same formula, charge and spin is 49.77 kJ/mol. The electronic energy comes out at -10964.49154 eV. The value obtained for the highest occupied orbital energy is -0.5111 hartree. The calculation puts the largest force on an atom at 1.0 eV/A. The total charge is +1. The value obtained for the frontier orbital gap is 11.05 eV.

Geometry as XYZ:
```
21
Properties=species:S:1:pos:R:3:forces:R:3
C -0.694 -0.115 1.297 -0.43 -0.61 0.54
C -0.773 0.077 -0.176 0.02 -0.48 -0.11
C -1.640 0.784 -0.854 -0.50 0.79 -0.40
N 0.263 -0.695 -0.910 0.20 0.48 0.56
H -1.621 0.174 1.795 0.12 0.32 -0.26
H -0.585 -1.176 1.560 0.20 0.09 -0.17
H 0.126 0.431 1.763 0.06 0.08 -0.15
H -1.609 1.021 -1.916 0.16 -0.57 0.07
H -2.439 1.283 -0.335 0.02 0.16 0.28
H 1.172 -0.197 -0.838 0.19 -0.20 -0.11
H 0.018 -0.872 -1.882 -0.04 0.13 0.00
H 0.364 -1.606 -0.442 -0.10 -0.22 -0.26
H -0.752 -4.066 -0.302 0.03 -0.05 0.01
H 0.738 -3.954 -0.721 -0.30 -0.08 0.17
O -0.009 -3.456 -0.358 0.39 0.12 -0.16
H 3.428 0.664 -1.082 0.03 -0.03 0.08
H 3.100 0.595 0.423 0.00 -0.11 -0.27
O 2.880 0.202 -0.435 -0.04 0.21 0.16
H -0.500 3.361 2.144 -0.10 0.09 -0.04
H -0.678 4.147 0.847 -0.06 -0.03 0.06
O -0.878 3.299 1.259 0.17 -0.08 0.01
```
Forces are in eV/Å.

These are the Löwdin partial charges, in e, on atoms 1 to 2: C -0.032; C -0.351

Record 2
DFT (the ωB97M-V functional and the def2-TZVPD basis) results for a cluster of 4 separate species, C3H14NO3S in total at a distorted geometry.

As for the molar mass: 144.22 g/mol. The energy above the lowest of the compared OMol25 structures with the same formula, charge and spin is 273.04 kJ/mol. The electronic energy comes out at -21805.50558 eV. The value obtained for the highest occupied orbital energy is -0.1075 hartree. The calculation puts the largest force on an atom at 6.4 eV/A. The total charge is -1. The value obtained for the frontier orbital gap is 6.24 eV.

Geometry as XYZ:
```
22
Properties=species:S:1:pos:R:3:forces:R:3
C 0.835 0.678 1.967 0.39 1.43 1.43
C 2.056 0.115 1.287 1.18 4.76 -4.04
S 1.808 -0.727 -0.324 -0.67 -0.26 0.11
C 0.459 -0.248 3.122 -1.62 -2.41 -0.18
N -1.042 -0.269 3.134 1.58 -1.21 3.43
H 0.065 0.838 1.157 0.38 -0.49 1.18
H 0.918 1.681 2.543 0.44 -1.03 -1.46
H 2.598 -0.457 1.904 1.84 -2.34 2.38
H 2.840 0.980 0.964 -1.77 -1.49 1.03
H 0.766 -0.093 4.162 0.41 1.28 -0.29
H 0.866 -1.324 3.032 -0.52 1.33 -0.80
H -1.265 -0.110 2.219 -1.28 0.01 -2.77
H -1.253 -1.236 3.390 -0.68 0.47 -0.30
H -0.362 -0.705 -2.899 -2.45 1.29 0.84
H -0.798 0.167 -1.716 -0.58 -0.72 -1.56
O -1.203 -0.167 -2.598 3.57 -0.41 0.96
H -0.417 1.545 -3.722 1.18 0.42 -0.86
H -1.432 2.391 -3.928 -0.12 1.11 -0.82
O -0.525 2.358 -4.287 -1.13 -1.60 1.69
H -2.895 -2.022 -0.691 -0.12 2.10 -0.11
H -2.629 -0.580 -1.346 -0.27 -1.03 0.50
O -3.113 -1.045 -0.625 0.25 -1.23 -0.35
```
Forces are in eV/Å.

These are the Löwdin partial charges, in e, on atoms 1 to 2: C -0.322; C -0.796

Record 3
DFT (the ωB97M-V functional and the def2-TZVPD basis) results for a cluster of 4 separate species, C3H14NO3S in total at a distorted geometry.

As for the molar mass: 144.22 g/mol. The energy above the lowest of the compared OMol25 structures with the same formula, charge and spin is 101.06 kJ/mol. The electronic energy comes out at -21807.28802 eV. The value obtained for the highest occupied orbital energy is -0.1116 hartree. The calculation puts the largest force on an atom at 1.4 eV/A. The total charge is -1. The value obtained for the frontier orbital gap is 6.12 eV.

Geometry as XYZ:
```
22
Properties=species:S:1:pos:R:3:forces:R:3
C 0.902 -0.188 -2.246 0.74 -0.96 0.72
C -0.069 -0.152 -1.066 -0.43 0.64 -0.29
C -1.448 -0.751 -1.369 0.17 -0.02 -0.22
S -2.764 -0.102 -0.303 0.12 -0.07 0.30
N 0.489 -0.750 0.162 0.63 0.55 -0.37
H 0.802 -1.115 -2.822 -0.18 0.10 -0.12
H 1.910 -0.241 -1.813 0.02 0.26 -0.24
H 0.851 0.672 -2.906 -0.25 0.05 -0.02
H -0.244 0.900 -0.822 0.01 -0.01 0.00
H -1.686 -0.591 -2.427 -0.04 0.13 0.01
H -1.326 -1.842 -1.259 -0.13 0.01 -0.02
H -0.169 -0.449 0.871 -0.31 -0.59 0.17
H 0.417 -1.754 0.052 -0.28 -0.15 0.26
H 1.246 2.575 0.233 0.15 -0.02 -0.15
H 2.726 2.197 0.131 -0.19 0.01 -0.07
O 2.088 2.865 -0.146 -0.01 -0.03 0.17
H 0.031 0.709 2.519 0.20 -0.04 -0.15
H -1.490 0.624 2.537 0.15 0.07 -0.09
O -0.724 0.871 3.084 -0.40 -0.02 0.12
H 3.274 -0.866 1.383 -0.01 -0.19 0.01
H 2.294 -1.978 1.226 0.05 0.11 -0.03
O 3.199 -1.818 1.525 -0.02 0.15 0.00
```
Forces are in eV/Å.

These are the Löwdin partial charges, in e, on atoms 1 to 2: C -0.084; C -0.571

Record 4
DFT (the ωB97M-V functional and the def2-TZVPD basis) results for a cluster of 4 separate species, C3H14O3 in total at a distorted geometry.

As for the molar mass: 98.14 g/mol. The energy above the lowest of the compared OMol25 structures with the same formula, charge and spin is 49.77 kJ/mol. The electronic energy comes out at -9480.40808 eV. The value obtained for the highest occupied orbital energy is -0.4141 hartree. The calculation puts the largest force on an atom at 2.4 eV/A. The value obtained for the frontier orbital gap is 11.94 eV.

Geometry as XYZ:
```
20
Properties=species:S:1:pos:R:3:forces:R:3
C 2.477 0.430 0.981 0.87 2.06 -0.79
C 2.172 0.962 -0.476 -0.52 -1.14 -0.24
C 1.111 2.088 -0.598 0.59 0.59 1.81
H 2.759 1.331 1.680 -0.33 -1.74 -1.34
H 3.328 -0.281 0.878 -0.66 0.47 0.51
H 1.609 -0.033 1.397 -0.47 -0.52 0.38
H 1.886 0.091 -1.193 0.10 1.16 1.42
H 3.128 1.227 -0.893 0.39 0.67 -0.20
H 0.916 2.385 -1.609 0.13 0.15 -0.67
H 0.162 1.734 -0.199 -0.15 -0.13 0.07
H 1.335 3.048 0.011 0.03 -1.59 -0.96
O -1.530 -1.181 -1.727 -0.76 -0.01 0.49
H -1.795 -0.420 -1.188 -0.30 -0.02 0.05
H -0.646 -0.953 -1.963 1.11 0.13 -0.50
O -1.347 -2.378 0.882 -0.19 -0.51 0.14
H -1.262 -2.346 -0.071 0.34 0.68 -0.82
H -1.934 -3.142 0.923 -0.14 0.01 0.71
O -2.178 0.518 0.857 1.55 -0.63 1.56
H -1.679 -0.335 1.090 -1.15 1.39 -0.33
H -1.932 1.142 1.597 -0.42 -1.00 -1.29
```
Forces are in eV/Å.

These are the Löwdin partial charges, in e, on atoms 1 to 2: C -0.118; C -0.317

What did the third record say?
DFT (the ωB97M-V functional and the def2-TZVPD basis) results for a cluster of 4 separate species, C3H14NO3S in total at a distorted geometry.

As for the molar mass: 144.22 g/mol. The energy above the lowest of the compared OMol25 structures with the same formula, charge and spin is 101.06 kJ/mol. The electronic energy comes out at -21807.28802 eV. The value obtained for the highest occupied orbital energy is -0.1116 hartree. The calculation puts the largest force on an atom at 1.4 eV/A. The total charge is -1. The value obtained for the frontier orbital gap is 6.12 eV.

Geometry as XYZ:
```
22
Properties=species:S:1:pos:R:3:forces:R:3
C 0.902 -0.188 -2.246 0.74 -0.96 0.72
C -0.069 -0.152 -1.066 -0.43 0.64 -0.29
C -1.448 -0.751 -1.369 0.17 -0.02 -0.22
S -2.764 -0.102 -0.303 0.12 -0.07 0.30
N 0.489 -0.750 0.162 0.63 0.55 -0.37
H 0.802 -1.115 -2.822 -0.18 0.10 -0.12
H 1.910 -0.241 -1.813 0.02 0.26 -0.24
H 0.851 0.672 -2.906 -0.25 0.05 -0.02
H -0.244 0.900 -0.822 0.01 -0.01 0.00
H -1.686 -0.591 -2.427 -0.04 0.13 0.01
H -1.326 -1.842 -1.259 -0.13 0.01 -0.02
H -0.169 -0.449 0.871 -0.31 -0.59 0.17
H 0.417 -1.754 0.052 -0.28 -0.15 0.26
H 1.246 2.575 0.233 0.15 -0.02 -0.15
H 2.726 2.197 0.131 -0.19 0.01 -0.07
O 2.088 2.865 -0.146 -0.01 -0.03 0.17
H 0.031 0.709 2.519 0.20 -0.04 -0.15
H -1.490 0.624 2.537 0.15 0.07 -0.09
O -0.724 0.871 3.084 -0.40 -0.02 0.12
H 3.274 -0.866 1.383 -0.01 -0.19 0.01
H 2.294 -1.978 1.226 0.05 0.11 -0.03
O 3.199 -1.818 1.525 -0.02 0.15 0.00
```
Forces are in eV/Å.

These are the Löwdin partial charges, in e, on atoms 1 to 2: C -0.084; C -0.571